1.
# C44H45F26N2O8PS

A 4-piece molecular cluster, C44H45F26N2O8PS overall (the ωB97M-V functional and the def2-TZVPD basis, the Open Molecules 2025 dataset).

```
! RIJCOSX wB97M-V def2-TZVPD def2/J DEFGRID3
* xyz 0 1
C -1.108 -6.267 7.583
O -1.875 -6.155 6.317
C -1.924 -4.719 6.000
C -0.892 -4.240 4.821
C 0.480 -3.369 5.209
C 0.879 -2.952 6.748
C 0.497 -1.382 7.135
C -0.517 -0.664 6.057
C -1.107 0.802 6.582
C -0.707 2.043 5.575
N -1.087 1.797 4.113
C 1.513 -2.882 4.015
C 2.932 -2.049 4.296
C 4.138 -3.119 3.863
C 5.418 -2.738 2.904
C 6.511 -3.945 2.537
C 6.386 -5.497 3.064
C 5.088 -5.860 4.041
C 3.989 -4.674 4.417
C 1.187 -3.209 2.429
F 2.135 -2.763 1.349
C -0.187 -4.075 2.054
C -1.195 -4.601 3.252
S -2.694 -5.620 2.646
C -3.197 -4.660 1.071
C -4.765 -4.433 0.645
C -5.932 -5.100 1.583
P -6.880 -3.863 2.694
O -6.007 -3.319 3.925
O -7.654 -2.601 1.771
O -8.189 -4.797 3.447
C -5.042 -3.533 -0.717
C -3.757 -2.908 -1.584
C -4.185 -1.980 -2.897
C -3.051 -0.865 -3.306
O -2.769 0.244 -2.568
F -2.262 -0.981 -4.582
C -2.170 -3.188 -1.167
C -1.893 -4.085 0.194
N -0.458 -4.351 0.592
H -1.140 -7.376 8.024
H -1.535 -5.581 8.442
H 0.018 -5.991 7.300
H -1.709 -4.013 6.938
H -3.016 -4.402 5.637
H 2.064 -3.048 6.857
H 0.441 -3.731 7.538
H 1.453 -0.687 7.215
H -0.014 -1.341 8.214
H -1.438 -1.379 5.893
H 0.028 -0.487 5.026
H -0.744 1.048 7.669
H -2.299 0.796 6.627
H -1.231 3.073 5.866
H 0.476 2.128 5.611
H -1.732 0.968 4.130
H -0.196 1.511 3.625
H 3.015 -1.705 5.413
H 2.938 -1.159 3.530
H 5.525 -1.650 2.486
H 7.437 -3.712 1.821
H 7.146 -6.360 2.781
H 4.946 -6.951 4.460
H 3.073 -5.033 5.091
H -6.752 -5.621 0.890
H -5.543 -5.966 2.297
H -8.639 -2.716 1.936
H -8.103 -5.766 3.137
H -6.151 -3.297 -1.091
H -4.518 -2.610 -3.826
H -5.143 -1.363 -2.541
H -1.252 -2.749 -1.780
H 0.232 -3.879 -0.032
C 5.101 2.647 0.769
C 4.225 1.730 1.635
C 3.282 2.458 2.584
F 3.947 3.214 3.489
F 2.544 1.569 3.303
F 5.020 0.853 2.304
F 3.469 0.969 0.783
O 6.438 2.853 1.232
C 6.600 3.901 2.187
C 7.120 3.396 3.538
F 6.263 2.506 4.099
F 7.252 4.419 4.425
F 5.441 4.594 2.294
F 7.500 4.762 1.638
H 5.226 2.137 -0.195
H 4.603 3.590 0.515
H 2.584 3.101 2.040
H 8.092 2.907 3.427
C 0.097 0.985 -5.453
C -0.566 2.129 -6.235
C -0.180 2.205 -7.706
F 1.144 2.426 -7.878
F -0.818 3.240 -8.316
F -0.324 3.306 -5.598
F -1.921 1.939 -6.158
O 1.245 1.341 -4.678
C 2.485 1.338 -5.383
C 3.145 2.721 -5.426
F 2.357 3.629 -6.056
F 4.318 2.682 -6.113
F 2.300 0.803 -6.614
F 3.285 0.465 -4.713
H -0.637 0.650 -4.710
H 0.278 0.099 -6.074
H -0.453 1.290 -8.239
H 3.348 3.091 -4.417
C -2.632 5.946 -8.775
C -3.442 5.766 -10.067
C -2.734 6.225 -11.335
F -2.454 7.549 -11.315
F -3.522 6.021 -12.426
F -4.650 6.375 -9.927
F -3.715 4.429 -10.191
O -2.944 7.107 -7.999
C -2.260 8.299 -8.381
C -3.213 9.405 -8.849
F -3.929 9.018 -9.935
F -2.528 10.521 -9.214
F -1.311 7.999 -9.300
F -1.588 8.708 -7.271
H -2.899 5.106 -8.122
H -1.553 5.834 -8.935
H -1.803 5.674 -11.494
H -3.919 9.676 -8.058
*
```

- SMILES string = COCc1c(CCCCCN)c(Cc2ccccc2)c(F)c2c1Sc1c(CP(=O)(O)O)cc(CC(=O)F)cc1N2.FC(F)C(F)(F)COC(F)(F)C(F)F.FC(F)C(F)(F)COC(F)(F)C(F)F.FC(F)C(F)(F)COC(F)(F)C(F)F
- E_HOMO (eV) = -7.924
- Kohn-Sham gap (eV) = 7.25

=====

2.
# C3H6ClNS

A 2-piece molecular cluster, C3H6ClNS overall (the ωB97M-V functional and the def2-TZVPD basis, the Open Molecules 2025 dataset).

```
! RIJCOSX wB97M-V def2-TZVPD def2/J DEFGRID3
* xyz 0 1
C 1.095 1.500 -0.253
C -1.714 -0.395 0.990
C -0.021 -1.076 -0.433
N -0.759 -1.342 0.555
S 2.656 1.633 -0.771
Cl 0.986 -2.181 -1.065
H 0.617 2.237 -0.943
H -2.708 -1.001 1.099
H -1.244 -0.061 1.859
H -2.063 0.364 0.253
H -0.172 -0.179 -1.035
H 3.328 0.501 -0.255
*
```

- E_HOMO (eV) = -9.065
- Kohn-Sham gap (eV) = 8.54

=====

3.
# C3H3HgO2

C3H3HgO2 as an isolated structure (the ωB97M-V functional and the def2-TZVPD basis, the Open Molecules 2025 dataset).

```
! RIJCOSX wB97M-V def2-TZVPD def2/J DEFGRID3
* xyz 1 1
C 1.208 -2.099 0.286
C 0.853 -0.971 -0.609
H 0.421 -2.872 0.183
H 0.400 -1.584 -1.430
H 1.632 -0.267 -0.931
O -0.385 -0.932 1.262
C -0.268 -0.322 0.188
Hg -1.329 1.981 -1.251
O -0.673 0.864 -0.040
*
```

- E_HOMO (alpha / beta) (eV) = -15.899 / -13.101
- Kohn-Sham gap (alpha / beta) (eV) = 8.58 / 5.29

=====

4.
# C4H11N2

An isolated ion of composition C4H11N2 and charge +1 (the ωB97M-V functional and the def2-TZVPD basis, the Open Molecules 2025 dataset).

```
! RIJCOSX wB97M-V def2-TZVPD def2/J DEFGRID3
* xyz 1 1
C 0.518 0.594 0.213
C 1.652 -0.305 0.373
C -1.928 0.907 0.046
C -1.160 -1.261 -0.153
N 2.808 -0.091 -0.285
N -0.820 0.070 0.203
H 0.722 1.251 1.075
H 0.615 1.246 -0.622
H 1.502 -1.038 1.073
H -2.459 0.879 -0.888
H -2.772 0.505 0.761
H -1.741 1.972 0.279
H -1.957 -1.737 0.330
H -1.437 -1.139 -1.222
H -0.310 -1.901 -0.082
H 3.019 0.681 -0.986
H 3.750 -0.633 -0.116
*
```

- SMILES string = CN(C)CC=[NH2+]
- E_HOMO (eV) = -12.124
- Kohn-Sham gap (eV) = 6.73

=====

5.
# C35H46Cl33N2O4

C35H46Cl33N2O4 as an isolated structure (the ωB97M-V functional and the def2-TZVPD basis, the Open Molecules 2025 dataset).

```
! RIJCOSX wB97M-V def2-TZVPD def2/J DEFGRID3
* xyz 1 1
C -0.560 -0.432 4.159
C 0.056 -0.090 2.823
O -0.876 0.103 1.735
C -2.032 -0.587 1.735
C -2.015 -1.942 1.325
C -0.771 -2.597 0.805
C -0.659 -2.403 -0.720
O 0.635 -1.902 -1.036
C 0.632 -0.848 -1.923
C 0.832 0.483 -1.296
O 0.523 -1.048 -3.083
C -3.209 -2.632 1.367
N -4.339 -2.016 1.786
C -4.399 -0.717 2.147
C -5.730 -0.158 2.570
C -6.861 -1.162 2.825
C -6.938 -1.604 4.284
N -7.482 -0.593 5.193
C -3.226 0.058 2.097
C -3.284 1.531 2.399
C -3.213 2.358 1.076
C -4.045 3.624 1.162
O -1.877 2.526 0.637
C -1.336 3.836 0.616
C -1.101 4.456 1.968
C -0.642 3.693 3.049
C -0.409 4.283 4.297
C -0.615 5.657 4.473
C -1.055 6.429 3.397
C -1.308 5.830 2.155
H -0.863 -1.477 4.214
H 0.184 -0.271 4.933
H -1.427 0.184 4.387
H 0.793 -0.845 2.557
H 0.608 0.841 2.898
H -0.793 -3.652 1.059
H 0.114 -2.143 1.224
H -1.414 -1.691 -1.056
H -0.860 -3.329 -1.254
H 0.646 1.254 -2.033
H 1.846 0.556 -0.912
H 0.144 0.621 -0.463
H -3.281 -3.665 1.071
H -5.183 -2.567 1.816
H -5.562 0.371 3.507
H -6.056 0.591 1.851
H -7.797 -0.651 2.605
H -6.858 -2.024 2.158
H -7.587 -2.478 4.337
H -5.962 -1.924 4.651
H -6.739 -0.069 5.639
H -8.035 0.087 4.686
H -4.224 1.768 2.874
H -2.467 1.771 3.069
H -3.716 1.728 0.336
H -3.968 4.174 0.230
H -5.094 3.360 1.275
H -3.729 4.298 1.949
H -0.369 3.732 0.124
H -1.911 4.515 -0.012
H -0.469 2.635 2.913
H -0.068 3.679 5.126
H -0.415 6.108 5.432
H -1.202 7.491 3.521
H -1.661 6.424 1.323
C 2.685 -3.225 -2.656
Cl 3.537 -3.391 -4.187
Cl 3.213 -4.448 -1.504
Cl 2.894 -1.601 -1.981
H 1.631 -3.370 -2.852
C 4.500 -7.944 -1.848
Cl 5.446 -9.408 -2.095
Cl 2.767 -8.270 -1.938
Cl 4.915 -7.161 -0.326
H 4.749 -7.251 -2.644
C 6.987 -5.885 -5.132
Cl 7.335 -4.930 -3.685
Cl 8.343 -6.923 -5.549
Cl 5.507 -6.818 -4.886
H 6.815 -5.202 -5.954
C -5.537 4.442 5.025
Cl -6.717 3.131 4.829
Cl -3.910 3.854 4.685
Cl -5.938 5.800 3.988
H -5.573 4.771 6.054
C 1.135 -5.326 -5.554
Cl 1.829 -4.450 -6.917
Cl 2.276 -6.504 -4.915
Cl 0.711 -4.193 -4.268
H 0.249 -5.840 -5.900
C -5.674 6.117 -1.983
Cl -4.821 4.676 -2.539
Cl -7.233 5.691 -1.282
Cl -4.688 7.011 -0.822
H -5.849 6.755 -2.838
C 10.127 -3.830 -5.537
Cl 10.976 -4.902 -6.649
Cl 11.262 -2.898 -4.566
Cl 9.020 -2.777 -6.430
H 9.537 -4.443 -4.869
C 7.461 -0.322 -3.690
Cl 8.704 -1.381 -3.027
Cl 5.855 -0.777 -3.116
Cl 7.807 1.366 -3.315
H 7.475 -0.436 -4.766
C 3.123 2.839 -1.947
Cl 4.551 3.817 -1.645
Cl 3.167 1.348 -1.003
Cl 1.645 3.747 -1.606
H 3.113 2.567 -2.994
C -6.424 7.518 7.684
Cl -7.544 6.157 7.558
Cl -4.765 6.978 7.393
Cl -6.868 8.805 6.573
H -6.477 7.903 8.693
C 13.051 -4.944 -10.125
Cl 11.830 -6.169 -10.475
Cl 14.664 -5.654 -10.094
Cl 12.966 -3.621 -11.286
H 12.845 -4.539 -9.143
*
```

- E_HOMO (eV) = -11.210
- Kohn-Sham gap (eV) = 7.89

=====

6.
# C2H3N2O2S

An isolated ion of composition C2H3N2O2S and charge -1 (the ωB97M-V functional and the def2-TZVPD basis, the Open Molecules 2025 dataset).

```
! RIJCOSX wB97M-V def2-TZVPD def2/J DEFGRID3
* xyz -1 1
C -1.602 0.284 -0.056
C 1.181 -0.941 -0.313
N -0.300 0.751 0.328
N 1.101 0.285 0.055
O 2.007 1.089 0.309
O -2.430 1.064 -0.579
S -1.862 -1.366 0.395
H 0.222 -1.458 -0.329
H 2.165 -1.482 -0.338
H -0.482 1.774 0.528
*
```

- SMILES string = C=[N+]([O-])NC([O-])=S
- E_HOMO (eV) = -3.641
- Kohn-Sham gap (eV) = 7.44

=====

7.
# C3HNaO3

C3HNaO3 as an isolated structure (the ωB97M-V functional and the def2-TZVPD basis, the Open Molecules 2025 dataset).

```
! RIJCOSX wB97M-V def2-TZVPD def2/J DEFGRID3
* xyz 0 1
H 1.928 1.450 0.564
O -1.411 -0.902 -0.023
C -0.354 -0.294 0.044
C 1.009 -0.300 -0.634
O 1.675 -1.139 -1.262
O -0.221 0.943 0.566
Na -3.754 -0.792 0.788
C 1.127 1.033 -0.044
*
```

- E_HOMO (alpha / beta) (eV) = -5.837 / -5.838
- Kohn-Sham gap (alpha / beta) (eV) = 3.63 / 3.63

=====

8.
# C3H7N

The molecule C3H7N (the ωB97M-V functional and the def2-TZVPD basis, the Open Molecules 2025 dataset).

```
! RIJCOSX wB97M-V def2-TZVPD def2/J DEFGRID3
* xyz 0 1
C 0.575 0.396 0.340
C -0.690 -0.379 0.182
C -1.911 0.069 -0.285
H 1.697 -0.288 -1.308
H 2.568 0.495 0.009
H 0.596 0.655 1.453
H 0.366 1.296 -0.316
H -0.813 -1.275 0.837
H -1.639 1.017 -0.590
H -3.037 -0.236 -0.031
N 1.774 -0.312 -0.211
*
```

- SMILES string = C=CCN
- E_HOMO (eV) = -9.699
- Kohn-Sham gap (eV) = 10.63

=====

9.
# C26H28ClN5O2

The molecule C26H28ClN5O2 (the ωB97M-V functional and the def2-TZVPD basis, the Open Molecules 2025 dataset).

```
! RIJCOSX wB97M-V def2-TZVPD def2/J DEFGRID3
* xyz 0 1
C 1.713 1.050 -3.196
N 0.647 0.250 -2.632
C 0.805 -0.248 -1.381
C -0.128 -1.018 -0.753
C -1.297 -1.354 -1.493
C -1.458 -0.808 -2.772
N -2.634 -1.247 -3.322
C -3.228 -2.098 -2.437
C -4.418 -2.807 -2.568
C -4.784 -3.648 -1.541
C -3.978 -3.800 -0.409
C -2.804 -3.097 -0.265
C -2.420 -2.211 -1.274
H -2.179 -3.252 0.601
H -4.284 -4.490 0.363
H -5.700 -4.213 -1.615
H -5.029 -2.709 -3.452
C -3.155 -0.915 -4.619
H -4.128 -0.429 -4.523
H -2.458 -0.238 -5.109
H -3.269 -1.818 -5.224
C -0.491 0.048 -3.406
O -0.596 0.564 -4.514
C 0.144 -1.402 0.656
O 1.257 -1.690 1.056
N -0.931 -1.319 1.476
H -1.810 -0.997 1.102
C -0.838 -1.547 2.896
H -1.635 -2.230 3.208
H 0.127 -2.026 3.070
C -0.952 -0.258 3.742
N 0.024 0.782 3.513
C -0.209 1.627 2.359
C 0.691 2.866 2.469
N 2.080 2.460 2.484
C 2.761 2.313 1.290
C 3.590 1.218 1.020
C 4.318 1.169 -0.154
C 4.259 2.180 -1.097
C 3.433 3.262 -0.836
C 2.698 3.333 0.328
H 2.092 4.206 0.512
H 3.375 4.070 -1.551
H 4.839 2.123 -2.003
Cl 5.318 -0.215 -0.458
H 3.661 0.388 1.703
C 2.317 1.571 3.600
H 2.098 2.144 4.508
C 1.408 0.339 3.566
H 1.675 -0.289 2.704
H 1.547 -0.242 4.481
H 3.367 1.279 3.625
H 0.475 3.387 3.406
H 0.491 3.536 1.634
H 0.020 1.126 1.403
H -1.258 1.933 2.353
H -1.942 0.182 3.595
H -0.869 -0.560 4.792
H 1.725 0.014 -0.880
H 1.423 1.315 -4.212
H 1.860 1.957 -2.608
H 2.641 0.481 -3.212
*
```

- SMILES string = Cn1cc(C(=O)NCCN2CCN(c3cccc(Cl)c3)CC2)c2c3ccccc3n(C)c2c1=O
- E_HOMO (eV) = -7.668
- Kohn-Sham gap (eV) = 8.06

=====

10.
# CHClOS2

A 2-piece molecular cluster, CHClOS2 overall (the ωB97M-V functional and the def2-TZVPD basis, the Open Molecules 2025 dataset).

```
! RIJCOSX wB97M-V def2-TZVPD def2/J DEFGRID3
* xyz 0 1
C 3.735 -0.096 0.669
O 3.735 -1.171 1.169
S -0.973 1.190 -0.173
S 0.980 1.524 -0.368
Cl 4.163 0.456 -0.843
H -0.809 -0.076 -0.023
*
```

- E_HOMO (alpha / beta) (eV) = -9.182 / -8.879
- Kohn-Sham gap (alpha / beta) (eV) = 8.30 / 6.91

=====

11.
# H20O10

A 10-piece molecular cluster, H20O10 overall (the ωB97M-V functional and the def2-TZVPD basis, the Open Molecules 2025 dataset).

```
! RIJCOSX wB97M-V def2-TZVPD def2/J DEFGRID3
* xyz 0 1
H 0.307 0.890 -0.441
H -0.516 0.728 -1.710
H -2.762 3.723 -0.160
H -2.873 3.782 -1.739
H -3.416 0.149 -0.766
H -4.679 -0.527 -0.548
H 2.449 2.064 -1.746
H 2.588 3.601 -1.270
H 2.975 2.358 0.289
H 4.309 2.375 1.183
H 2.189 -3.191 -1.370
H 1.428 -2.851 -0.172
H -3.168 -0.691 1.693
H -3.261 -2.110 2.258
H -0.863 -0.328 3.408
H -0.978 -1.463 4.632
H 0.189 -2.475 -4.109
H 0.135 -4.009 -3.834
H 2.556 0.728 1.884
H 4.050 0.491 2.053
O -0.280 0.372 -0.862
O -3.314 4.019 -0.845
O -4.098 -0.411 -1.215
O 2.137 2.950 -1.936
O 3.690 1.802 0.743
O 1.725 -3.603 -0.733
O -2.792 -1.206 2.433
O -0.941 -1.288 3.684
O 0.634 -3.233 -3.549
O 3.157 0.193 2.338
*
```

- SMILES string = O.O.O.O.O.O.O.O.O.O
- E_HOMO (eV) = -10.067
- Kohn-Sham gap (eV) = 9.58

=====

12.
# CH3IN4

A 2-piece molecular cluster, CH3IN4 overall (the ωB97M-V functional and the def2-TZVPD basis, the Open Molecules 2025 dataset).

```
! RIJCOSX wB97M-V def2-TZVPD def2/J DEFGRID3
* xyz 0 3
C 1.253 0.311 -0.322
N 0.904 1.710 -0.484
N -0.092 1.951 0.200
N 0.133 -0.183 0.496
N -0.572 0.901 0.814
I 3.317 0.016 0.060
H 1.092 -0.165 -2.088
H -0.439 -0.909 -0.019
H -1.463 0.726 1.269
*
```

- E_HOMO (alpha / beta) (eV) = -6.510 / -9.362
- Kohn-Sham gap (alpha / beta) (eV) = 6.75 / 7.44